Density functional theory data (ωB97M-V with the def2-TZVPD basis set) for 13 unconnected molecules or ions with the total composition C55H103N13O2P2S at a distorted geometry.

LUMO   0.290 eV
Kohn-Sham gap   8.2 eV
Total charge   0

CARTESIAN COORDINATES (ANGSTROEM)
C (2.2116, 0.7583, -0.6296)
C (1.0669, -0.2319, -0.4205)
C (-0.1197, -0.0563, -1.3816)
C (-0.8936, 1.2145, -1.0628)
P (-1.1658, -1.6243, -1.2034)
C (-2.7180, -0.9857, -1.9781)
C (-3.7962, -0.4411, -1.0372)
C (-3.6762, -0.4681, 0.4623)
N (-4.8653, 0.0549, -1.5239)
P (-2.1381, -3.7014, -0.9510)
O (-3.5240, -3.6493, -0.1319)
O (-1.1683, -4.5335, 0.0781)
S (-2.3302, -4.6896, -2.6198)
H (2.4617, 0.8987, -1.6780)
H (3.0861, 0.4012, -0.0867)
H (1.9620, 1.7135, -0.1806)
H (1.4253, -1.2656, -0.4317)
H (0.6676, -0.0631, 0.5838)
H (0.2662, -0.0346, -2.4040)
H (-1.5025, 1.5298, -1.9120)
H (-0.2500, 2.0571, -0.8117)
H (-1.5774, 1.0867, -0.2252)
H (-0.2687, -2.3196, -2.0554)
H (-0.8863, -1.6422, 0.1898)
H (-3.1710, -1.8339, -2.4954)
H (-2.4919, -0.2630, -2.7554)
H (-4.4825, -1.0636, 0.8821)
H (-3.7637, 0.5453, 0.8473)
H (-2.7426, -0.8723, 0.8372)
H (-4.8280, 0.0127, -2.5408)
H (-4.0986, -4.3558, -0.4559)
H (-0.3188, -4.6174, -0.3735)
C (2.5786, 1.3621, 3.2088)
C (1.7574, 1.9330, 4.3572)
C (0.4224, 1.1972, 4.5243)
C (-0.3535, 1.3022, 3.2899)
N (-0.8723, 1.3874, 2.2692)
H (2.0545, 1.4727, 2.2581)
H (3.5308, 1.8794, 3.1106)
H (2.7848, 0.3002, 3.3646)
H (1.5655, 2.9923, 4.1764)
H (2.3163, 1.8647, 5.2917)
H (-0.1638, 1.6119, 5.3449)
H (0.5912, 0.1393, 4.7312)
C (0.2303, 5.6485, -2.5233)
C (-0.5152, 5.7167, -1.1958)
C (0.3999, 6.0511, -0.0121)
C (1.4369, 5.0314, 0.1465)
N (2.2258, 4.2066, 0.2700)
H (0.9820, 4.8576, -2.5153)
H (-0.4596, 5.4383, -3.3403)
H (0.7323, 6.5932, -2.7409)
H (-1.0113, 4.7620, -1.0092)
H (-1.2961, 6.4776, -1.2516)
H (-0.1691, 6.1085, 0.9170)
H (0.8860, 7.0161, -0.1622)
C (-5.1097, 4.3267, 0.8900)
C (-3.7044, 3.9134, 0.4754)
C (-2.7288, 3.9043, 1.6588)
C (-2.6197, 5.2387, 2.2506)
N (-2.5321, 6.3043, 2.6709)
H (-5.1261, 5.3414, 1.2890)
H (-5.7757, 4.3066, 0.0256)
H (-5.5156, 3.6614, 1.6482)
H (-3.3336, 4.5929, -0.2945)
H (-3.7271, 2.9140, 0.0342)
H (-1.7351, 3.5858, 1.3425)
H (-3.0670, 3.2069, 2.4249)
C (-10.5297, 5.8773, 2.0508)
C (-9.8765, 5.0492, 0.9512)
C (-9.1897, 3.7886, 1.4849)
C (-8.1539, 4.1959, 2.4361)
N (-7.3682, 4.5622, 3.1905)
H (-9.7937, 6.2160, 2.7815)
H (-11.0051, 6.7625, 1.6290)
H (-11.2940, 5.3032, 2.5793)
H (-9.1189, 5.6423, 0.4418)
H (-10.6298, 4.7749, 0.2100)
H (-8.7218, 3.2352, 0.6700)
H (-9.8881, 3.1196, 1.9897)
C (4.7584, 3.7278, -2.0582)
C (5.8004, 4.6051, -1.3735)
C (6.7473, 3.8094, -0.4669)
C (6.0035, 3.1296, 0.5917)
N (5.3714, 2.5953, 1.3855)
H (4.1064, 3.2440, -1.3293)
H (4.1270, 4.3261, -2.7148)
H (5.2339, 2.9522, -2.6625)
H (5.2968, 5.3721, -0.7828)
H (6.3998, 5.1217, -2.1253)
H (7.4830, 4.4660, -0.0022)
H (7.2887, 3.0561, -1.0415)
C (7.7630, 0.0446, 1.9224)
C (7.9814, -0.8128, 0.6819)
C (9.2657, -1.6481, 0.7409)
C (10.4500, -0.7953, 0.8528)
N (11.3666, -0.1101, 0.9422)
H (8.5625, 0.7782, 2.0445)
H (6.8255, 0.5893, 1.8428)
H (7.7259, -0.5736, 2.8192)
H (8.0085, -0.1737, -0.2041)
H (7.1367, -1.4938, 0.5580)
H (9.3700, -2.2525, -0.1620)
H (9.2404, -2.3193, 1.5967)
C (-0.6724, -4.8736, -7.5591)
C (0.2639, -5.8271, -6.8259)
C (0.3970, -5.4966, -5.3352)
C (0.9407, -4.1537, -5.1269)
N (1.3697, -3.1016, -4.9632)
H (-0.2986, -3.8496, -7.5284)
H (-0.7672, -5.1594, -8.6068)
H (-1.6689, -4.8837, -7.1143)
H (1.2503, -5.8030, -7.2930)
H (-0.1089, -6.8485, -6.9187)
H (1.0592, -6.2079, -4.8412)
H (-0.5739, -5.5467, -4.8396)
C (-3.1175, -5.6833, 2.6528)
C (-3.9419, -5.5033, 3.9216)
C (-3.1143, -4.9721, 5.0972)
C (-2.0286, -5.8888, 5.4491)
N (-1.1871, -6.6182, 5.7256)
H (-2.3271, -6.4217, 2.7913)
H (-3.7478, -6.0290, 1.8338)
H (-2.6559, -4.7455, 2.3448)
H (-4.3996, -6.4535, 4.2033)
H (-4.7560, -4.8015, 3.7314)
H (-3.7404, -4.8364, 5.9793)
H (-2.6757, -4.0050, 4.8466)
C (4.7562, -4.7508, 1.8676)
C (6.0453, -5.2631, 1.2343)
C (7.1740, -5.4695, 2.2490)
C (7.5233, -4.2166, 2.9188)
N (7.7950, -3.2165, 3.4131)
H (4.8967, -3.7703, 2.3264)
H (3.9761, -4.6518, 1.1134)
H (4.3952, -5.4364, 2.6365)
H (6.3752, -4.5606, 0.4661)
H (5.8588, -6.2133, 0.7359)
H (8.0584, -5.8441, 1.7376)
H (6.8826, -6.1986, 3.0071)
C (-7.3957, -2.0141, -6.4502)
C (-7.6689, -0.9450, -5.3988)
C (-6.6170, 0.1702, -5.3950)
C (-5.2854, -0.3598, -5.1024)
N (-4.2529, -0.8066, -4.8723)
H (-6.4485, -2.5217, -6.2636)
H (-8.1810, -2.7692, -6.4405)
H (-7.3578, -1.5807, -7.4513)
H (-7.7088, -1.4044, -4.4098)
H (-8.6453, -0.4931, -5.5802)
H (-6.8548, 0.9213, -4.6409)
H (-6.5797, 0.6688, -6.3646)
C (10.1072, -10.4002, 1.0967)
C (10.8904, -9.1242, 0.8117)
C (10.1117, -7.8538, 1.1723)
C (8.8721, -7.7520, 0.3990)
N (7.9050, -7.6899, -0.2176)
H (9.1967, -10.4497, 0.4984)
H (10.7065, -11.2777, 0.8572)
H (9.8261, -10.4621, 2.1496)
H (11.1653, -9.0902, -0.2436)
H (11.8194, -9.1289, 1.3834)
H (10.7113, -6.9654, 0.9710)
H (9.8547, -7.8518, 2.2331)
C (-4.0026, 8.7003, 1.1696)
C (-5.0983, 9.2307, 2.0875)
C (-6.1091, 8.1497, 2.4857)
C (-6.7893, 7.5977, 1.3150)
N (-7.2909, 7.1589, 0.3806)
H (-4.4173, 8.3406, 0.2262)
H (-3.2858, 9.4877, 0.9355)
H (-3.4609, 7.8781, 1.6408)
H (-5.6217, 10.0557, 1.6003)
H (-4.6491, 9.6303, 2.9978)
H (-6.8666, 8.5516, 3.1590)
H (-5.6072, 7.3282, 3.0006)

Here are the Löwdin charges for atoms 1 to 99, given in e:
1. C -0.11
2. C -0.31
3. C -0.51
4. C -0.12
5. P 0.76
6. C -0.30
7. C -0.45
8. C -0.07
9. N 0.14
10. P 0.08
11. O -0.27
12. O -0.29
13. S 0.21
14. H 0.07
15. H 0.07
16. H 0.02
17. H 0.09
18. H 0.07
19. H 0.11
20. H 0.07
21. H 0.06
22. H 0.03
23. H 0.03
24. H 0.03
25. H 0.04
26. H 0.08
27. H 0.08
28. H 0.07
29. H 0.04
30. H 0.01
31. H 0.06
32. H 0.05
33. C -0.11
34. C -0.25
35. C -0.18
36. C -0.19
37. N 0.19
38. H 0.05
39. H 0.04
40. H 0.08
41. H 0.11
42. H 0.11
43. H 0.12
44. H 0.12
45. C -0.10
46. C -0.26
47. C -0.17
48. C -0.20
49. N 0.18
50. H 0.07
51. H 0.07
52. H 0.08
53. H 0.09
54. H 0.11
55. H 0.10
56. H 0.12
57. C -0.11
58. C -0.24
59. C -0.19
60. C -0.21
61. N 0.16
62. H 0.05
63. H 0.08
64. H 0.06
65. H 0.10
66. H 0.09
67. H 0.08
68. H 0.11
69. C -0.11
70. C -0.27
71. C -0.18
72. C -0.24
73. N 0.17
74. H 0.06
75. H 0.07
76. H 0.07
77. H 0.06
78. H 0.11
79. H 0.12
80. H 0.12
81. C -0.12
82. C -0.26
83. C -0.18
84. C -0.22
85. N 0.18
86. H 0.03
87. H 0.07
88. H 0.08
89. H 0.11
90. H 0.11
91. H 0.12
92. H 0.12
93. C -0.11
94. C -0.26
95. C -0.20
96. C -0.24
97. N 0.14
98. H 0.07
99. H 0.03